(1)
Here is a structure of composition C18H27ClHfN2Se at a distorted geometry from the OMol25 dataset. Energies are from ωB97M-V with the def2-TZVPD basis set.

```
50
Properties=species:S:1:pos:R:3:forces:R:3:nbo_charge:R:1
Hf 0.482776 -0.145280 2.474646 0.3 0.6 -0.3 1.0966
Cl 1.320413 -2.187141 3.294411 0.5 -1.1 0.0 -0.6104
C -1.595926 -0.598298 2.897903 -0.1 0.5 -0.1 -0.5249
C -2.621449 -0.490274 1.942167 -0.5 -0.6 0.9 -0.2526
C -3.849260 -1.096247 2.237961 0.1 0.2 -0.2 -0.2421
C -4.062175 -1.751022 3.457937 0.2 0.1 -0.2 -0.0526
C -3.060855 -1.762391 4.429918 0.7 0.4 0.0 -0.2440
C -1.818943 -1.166714 4.161920 -1.1 -0.1 -0.3 -0.2046
H -2.480241 0.082379 1.012918 0.0 -0.5 0.4 0.2125
H -4.660057 -1.063533 1.500273 0.1 0.0 0.3 0.1829
H -3.228220 -2.216757 5.411843 -0.1 0.0 -0.3 0.1854
H -1.040724 -1.095393 4.935680 -0.4 -0.3 -0.4 0.2247
C -5.352083 -2.475346 3.694382 0.0 0.0 0.0 -0.6233
H -5.495691 -2.660829 4.762455 -0.1 0.0 -0.1 0.1995
H -5.345477 -3.431814 3.162912 -0.1 -0.1 0.1 0.2020
H -6.187041 -1.899185 3.296325 -0.2 0.0 0.1 0.2009
C 2.179262 0.052000 -3.273857 0.1 0.2 -0.1 -0.2023
N 2.088854 -0.238946 -1.925771 -0.3 0.2 -0.3 -0.4207
H 1.163238 1.672004 -4.382190 0.0 -0.1 -0.2 0.2074
N 0.798599 1.431403 -2.272779 0.3 -0.5 -0.1 -0.4208
H 2.841962 -0.468693 -3.938011 -0.1 -0.1 -0.2 0.2100
C 2.851669 -1.272992 -1.189418 -0.2 0.3 0.3 0.1048
C 3.715099 -2.076246 -2.151956 0.1 -0.1 0.1 -0.7506
C 3.724306 -0.550633 -0.170541 0.5 0.0 0.2 -0.6577
H 4.383821 -1.426362 -2.728179 0.0 -0.2 0.1 0.2012
H 4.330424 -2.769553 -1.560527 -0.2 0.2 -0.2 0.2163
H 3.088235 -2.669537 -2.829416 0.2 0.1 0.0 0.2063
H 2.383298 -2.867202 0.206410 0.0 0.1 -0.1 0.2158
H 1.360497 -2.837806 -1.229142 -0.1 0.1 0.0 0.1978
H 3.145663 0.081802 0.520511 0.0 -0.2 -0.3 0.2371
C 1.870509 -2.202144 -0.496635 -0.3 -0.5 0.1 -0.6723
H 4.450306 0.087403 -0.688548 -0.1 0.1 0.0 0.1968
H 4.290191 -1.277123 0.424058 -0.1 0.0 0.0 0.2035
H 1.091724 -1.659828 0.058336 0.3 0.1 -0.2 0.2105
C 1.364220 1.108848 -3.494066 0.2 0.0 0.0 -0.1311
C 0.795613 3.627785 -1.219937 0.1 0.4 0.0 -0.6728
H 1.663696 3.943307 -1.808956 0.0 -0.1 0.0 0.1950
H 0.184765 4.518945 -1.025154 0.1 -0.1 0.0 0.1955
C -0.038858 2.610497 -1.994467 0.1 0.0 0.5 0.1004
H -1.813373 3.107610 -0.888271 0.2 -0.1 0.0 0.1971
C -0.509820 3.202678 -3.310987 -0.2 0.2 -0.1 -0.7391
H -1.111408 2.474668 -3.871874 0.2 0.2 0.0 0.2099
H 1.141239 3.228967 -0.258484 -0.1 -0.1 -0.2 0.2488
H -0.911735 1.757743 -0.174974 0.1 0.0 -0.2 0.2417
H 0.345628 3.528341 -3.915429 -0.2 0.0 0.0 0.1985
H -1.133278 4.085606 -3.107901 0.2 -0.3 0.0 0.2113
C -1.219573 2.211791 -1.124825 -0.6 0.1 0.0 -0.6878
H -1.884187 1.518894 -1.649680 0.1 -0.1 0.0 0.2018
C 1.238136 0.605937 -1.299097 0.0 0.0 0.6 0.1363
Se 1.126235 1.418683 4.098107 0.4 1.1 0.6 -0.9389
```
Positions in Å, forces in eV/Å.

Output
- E_HOMO: 2.5 eV
- Net charge: -2

=====

(2)
Here is a cluster of 6 separate species, C26H52O13PS6 in total from the OMol25 dataset. Energies are from ωB97M-V with the def2-TZVPD basis set.

```
98
Properties=species:S:1:pos:R:3:forces:R:3:lowdin_charge:R:1
C -6.072418 1.636928 7.224582 0.2 0.0 -0.4 -0.1060
C -5.403525 1.713581 6.079210 -0.1 -0.1 0.2 -0.4179
P -5.972257 0.870506 4.489210 0.2 -0.4 0.0 0.2525
S -6.288245 2.984427 3.665370 -0.3 0.7 0.1 0.2674
C -5.649776 -0.992784 5.117181 0.0 0.0 0.2 -0.2312
C -4.668612 -1.577272 4.228747 0.2 -0.4 -0.4 -0.5482
O -4.823726 -2.188603 3.214300 -0.1 0.0 -0.2 0.1118
O -3.346692 -1.269193 4.669734 -0.1 0.5 0.5 0.0378
C -2.430993 -0.821724 3.770401 -0.1 -0.4 0.1 -0.5186
C -1.929193 0.556674 4.042042 -0.1 0.3 0.1 0.0132
O -2.039294 -1.503079 2.868947 0.3 -0.3 -0.5 0.1102
H -7.023121 1.109504 7.253945 0.0 0.0 0.1 0.0345
H -5.699872 2.090368 8.135240 -0.1 0.0 0.1 0.0320
H -4.470919 2.273445 6.026047 0.1 0.0 0.0 0.0490
H -7.330835 0.837050 5.003866 0.0 0.0 0.0 -0.0323
H -6.402921 0.301546 3.227261 -0.1 0.1 0.1 -0.0337
H -4.612920 0.939336 3.994080 0.0 0.1 -0.1 -0.0371
H -6.150110 2.729410 2.363594 0.1 -0.2 -0.2 -0.2770
H -6.591735 -1.521799 5.018065 -0.1 0.0 0.1 0.0802
H -5.261366 -1.000055 6.131302 -0.2 0.2 0.1 0.0781
H -2.303798 0.957911 4.979065 0.1 -0.1 0.0 0.0787
H -0.842538 0.547382 4.017203 0.1 0.1 -0.1 0.0836
H -2.310459 1.198793 3.245666 0.1 0.0 0.0 0.0925
C -5.333476 5.019796 -0.245809 0.0 0.0 0.1 -0.2172
C -5.553581 6.369839 0.452118 0.0 0.0 0.0 -0.2101
C -4.590741 6.428741 1.643890 -0.2 0.1 0.0 -0.2109
S -3.186294 5.400894 1.199171 -0.3 0.1 -0.1 0.6560
O -3.161455 4.273014 2.082233 0.4 -0.2 0.1 -0.3162
O -2.009526 6.218719 0.998874 0.1 -0.1 0.0 -0.3441
C -3.822327 4.861699 -0.386826 -0.2 0.0 -0.1 -0.2295
H -5.828287 4.977732 -1.215138 0.0 0.0 0.0 0.1121
H -5.732584 4.213935 0.373049 0.0 0.0 0.0 0.1027
H -5.334284 7.182339 -0.244357 0.0 0.0 0.0 0.1118
H -6.583871 6.487115 0.782899 0.0 0.0 0.0 0.1141
H -4.227162 7.430385 1.857730 0.1 0.0 0.0 0.1023
H -5.021935 5.986689 2.541383 0.0 -0.1 0.0 0.0944
H -3.495962 3.839025 -0.559145 0.1 0.0 0.1 0.1065
H -3.412660 5.523727 -1.149603 0.0 0.0 0.0 0.1021
C 2.041447 6.610153 2.012317 0.0 0.0 0.1 -0.2203
C 3.036734 6.994037 3.116949 -0.1 0.0 0.0 -0.2209
C 2.288814 7.897225 4.103752 0.2 -0.1 -0.1 -0.2252
S 0.552033 7.411554 4.008357 0.1 0.0 0.0 0.6597
O -0.193217 8.530993 3.489594 0.0 0.0 0.0 -0.3228
O 0.161940 6.789065 5.245653 -0.1 0.0 0.1 -0.3234
C 0.757622 6.188187 2.719822 0.1 0.0 -0.2 -0.2228
H 2.425503 5.807725 1.384358 0.0 0.0 0.0 0.1131
H 1.843128 7.472172 1.371811 0.0 0.0 0.0 0.1187
H 3.378439 6.091847 3.627509 0.0 0.0 0.0 0.1140
H 3.916144 7.497113 2.716287 0.0 0.0 0.0 0.1080
H 2.618709 7.774858 5.131779 -0.1 0.0 0.0 0.0970
H 2.342428 8.946191 3.820297 -0.1 0.0 0.0 0.0987
H -0.122908 6.188401 2.079160 0.0 0.0 0.1 0.0678
H 0.869712 5.219100 3.205470 0.0 0.0 0.1 0.1136
C -0.522732 -4.427126 2.301675 0.0 -0.1 0.0 -0.2114
C 0.322804 -5.231435 3.299293 0.0 0.0 -0.1 -0.2093
C 1.758570 -5.271741 2.754637 -0.1 -0.1 0.2 -0.2218
S 1.957800 -3.764992 1.786309 -0.2 0.0 0.2 0.6703
O 2.168990 -4.133536 0.402728 0.1 0.0 -0.1 -0.3444
O 2.896053 -2.883718 2.435320 0.1 0.0 -0.1 -0.3294
C 0.285274 -3.176381 1.989097 -0.1 0.0 0.0 -0.2429
H -1.497917 -4.159396 2.702911 0.0 0.0 0.0 0.1147
H -0.677372 -5.010001 1.390679 0.0 0.0 0.0 0.1196
H 0.310226 -4.733728 4.270190 0.0 0.0 0.0 0.1176
H -0.067277 -6.238033 3.441447 0.0 0.0 0.0 0.1107
H 2.515276 -5.273910 3.534594 0.1 0.0 0.0 0.0976
H 1.919559 -6.110731 2.080797 0.0 0.0 -0.1 0.0991
H -0.025048 -2.664532 1.082586 0.1 0.1 0.0 0.1115
H 0.275023 -2.478651 2.823504 0.0 0.0 0.0 0.0976
C 3.573744 -2.928709 -2.549176 0.0 0.1 0.0 -0.2099
C 2.812943 -1.855014 -3.339480 0.0 -0.1 0.0 -0.2071
C 3.436383 -1.785316 -4.740481 -0.1 0.1 0.2 -0.2198
S 4.095894 -3.427581 -5.067149 -0.1 0.0 0.1 0.6621
O 5.531291 -3.339343 -5.184081 0.1 0.0 -0.1 -0.3290
O 3.331664 -4.064461 -6.114752 0.1 0.0 -0.1 -0.3403
C 3.676803 -4.133289 -3.478535 0.0 0.0 0.2 -0.2238
H 3.065832 -3.188552 -1.623836 0.0 0.0 0.1 0.0876
H 4.573089 -2.568172 -2.296707 0.0 0.0 0.0 0.1230
H 1.761698 -2.137056 -3.416871 0.0 0.0 0.0 0.1183
H 2.855820 -0.885812 -2.846386 0.0 0.0 0.0 0.1146
H 2.716694 -1.547229 -5.519089 0.0 0.0 -0.1 0.0995
H 4.273878 -1.092321 -4.784025 0.1 0.0 0.0 0.1020
H 4.446541 -4.848219 -3.199251 0.0 0.0 -0.1 0.1091
H 2.717719 -4.637657 -3.590031 0.0 0.0 0.0 0.1100
C 5.272838 -5.346130 -8.563159 0.1 0.0 -0.1 -0.2208
C 6.025420 -4.875719 -9.815918 0.0 -0.1 0.0 -0.2117
C 6.692806 -6.107395 -10.442036 0.0 0.2 0.0 -0.2230
S 5.661291 -7.513117 -9.988942 0.0 0.1 0.0 0.6585
O 6.425980 -8.389847 -9.137861 0.0 -0.1 0.0 -0.3265
O 5.004730 -8.035940 -11.160940 0.0 -0.1 0.0 -0.3339
C 4.501090 -6.591430 -8.984953 0.0 0.1 0.1 -0.2252
H 4.605613 -4.582740 -8.171918 0.0 0.0 0.0 0.0908
H 5.983414 -5.597527 -7.773791 0.0 0.0 0.0 0.1237
H 5.318245 -4.440454 -10.524690 0.0 0.0 0.0 0.1151
H 6.763362 -4.111611 -9.577693 0.0 0.0 0.0 0.1126
H 6.746655 -6.062958 -11.526426 0.0 -0.1 0.0 0.0977
H 7.682079 -6.292784 -10.029332 0.0 -0.1 0.0 0.1011
H 4.178792 -7.217678 -8.157170 0.0 -0.1 0.0 0.1088
H 3.651401 -6.342652 -9.619729 0.0 0.0 0.0 0.1080
```
Positions in Å, forces in eV/Å.

Output
- E_HOMO: -5.0 eV
- Net charge: -1

=====

(3)
Here is a structure of composition C34H31CdN4O7P2 from the OMol25 dataset. Energies are from ωB97M-V with the def2-TZVPD basis set.

```
79
Properties=species:S:1:pos:R:3:forces:R:3:lowdin_charge:R:1
Cd -0.937001 -0.942038 -0.102346 -0.1 0.0 -0.2 1.2735
N 0.462786 1.097913 -2.085414 0.0 0.1 -0.2 -0.4108
P -1.046634 1.332844 -1.364771 0.1 -0.2 0.2 0.8854
C -0.896152 2.696992 -0.201904 0.0 0.1 0.0 -0.3900
C -0.605572 3.984652 -0.661050 0.0 0.0 0.0 -0.0910
C -0.354125 5.001350 0.241926 0.0 0.0 0.0 -0.0632
C -0.404513 4.742344 1.609326 0.0 0.0 0.0 -0.0597
C -0.714546 3.473441 2.069999 0.0 0.0 0.0 -0.0589
C -0.961131 2.447924 1.164562 0.0 0.0 0.1 -0.0929
C -2.113685 1.940569 -2.676786 -0.1 0.0 0.0 -0.3766
C -3.302000 2.579605 -2.320309 0.0 0.0 0.0 -0.0897
C -4.159927 3.039982 -3.303961 0.0 0.0 0.0 -0.0618
C -3.834977 2.868061 -4.644824 0.0 0.0 0.0 -0.0637
C -2.657468 2.229589 -5.001148 0.0 0.0 0.0 -0.0687
C -1.796891 1.757052 -4.018665 0.0 0.0 -0.1 -0.0919
P 1.426220 -0.117887 -1.378377 -0.2 -0.1 0.4 0.8927
C 2.665361 -0.431985 -2.650012 0.1 0.1 0.0 -0.3714
C 4.021748 -0.474595 -2.342661 0.0 0.0 0.0 -0.0772
C 4.945576 -0.777518 -3.333949 0.0 0.0 0.0 -0.0643
C 4.520900 -1.033064 -4.629106 0.0 0.0 0.0 -0.0675
C 3.166365 -0.992988 -4.939042 0.0 0.0 0.0 -0.0755
C 2.239818 -0.702365 -3.951449 0.0 -0.1 0.0 -0.1121
C 2.284130 0.655632 0.016837 0.2 0.0 0.0 -0.4054
C 2.597392 -0.147398 1.111973 0.0 -0.1 0.1 -0.1176
C 3.205405 0.398525 2.235149 0.0 0.1 0.0 -0.0627
C 3.486313 1.756499 2.272945 0.0 0.0 0.0 -0.0578
C 3.173323 2.565684 1.186282 0.0 0.0 0.0 -0.0668
C 2.579741 2.018510 0.061040 0.0 0.0 0.0 -0.0921
H 0.914733 1.868050 -2.568047 0.0 0.0 0.0 0.0834
H -0.583283 4.194132 -1.725199 0.0 0.0 0.0 0.1133
H -0.127206 5.997194 -0.114618 0.0 0.0 0.0 0.1114
H -0.212197 5.540611 2.314012 0.0 0.0 0.0 0.1123
H -0.769259 3.278208 3.132551 0.0 0.0 0.0 0.1124
H -1.222227 1.463050 1.537484 0.0 0.0 0.0 0.0710
H -3.552973 2.730706 -1.276789 0.0 0.0 0.0 0.1127
H -5.078818 3.537219 -3.024912 0.0 0.0 0.0 0.1127
H -4.503790 3.235166 -5.411705 0.0 0.0 0.0 0.1118
H -2.405519 2.097462 -6.044748 0.0 0.0 0.0 0.1099
H -0.883678 1.248096 -4.299651 0.0 0.0 0.0 0.0883
H 4.362147 -0.261715 -1.336987 0.0 0.0 0.0 0.1046
H 5.999460 -0.805335 -3.092004 0.0 0.0 0.0 0.1120
H 5.244838 -1.260853 -5.399872 0.0 0.0 0.0 0.1109
H 2.832709 -1.190804 -5.948919 0.0 0.0 0.0 0.1084
H 1.183415 -0.681709 -4.195132 0.0 0.0 0.0 0.0927
H 2.338057 -1.199768 1.109042 0.0 0.0 0.0 0.0932
H 3.443408 -0.227233 3.085661 0.0 0.0 0.0 0.1051
H 3.944021 2.186686 3.154019 0.0 0.0 0.0 0.1124
H 3.391141 3.625066 1.220096 0.0 0.0 0.0 0.1105
H 2.330830 2.665470 -0.771681 0.0 0.0 0.0 0.1008
C -0.404063 -5.658513 -2.973083 -0.1 0.0 0.0 -0.0164
N -1.314458 -4.684868 -2.360306 0.1 0.0 0.0 -0.1610
C -2.760221 -4.907005 -2.327436 0.0 0.0 0.0 -0.0084
C -0.829081 -3.587290 -1.819635 0.0 0.1 0.1 -0.3194
O -1.548503 -2.719569 -1.290190 -0.1 0.0 0.0 -0.1526
H -0.995784 -6.488475 -3.346230 0.0 0.0 0.0 0.0894
H 0.303946 -6.044920 -2.242244 0.0 0.0 0.0 0.0971
H 0.133450 -5.218128 -3.811061 0.0 0.0 0.0 0.0949
H -2.967870 -5.879604 -2.761771 0.0 0.0 0.0 0.0900
H -3.276571 -4.135885 -2.896877 0.0 0.0 0.0 0.0999
H -3.121418 -4.881471 -1.301145 0.0 0.0 0.0 0.1001
H 0.261304 -3.478755 -1.863109 0.0 0.0 0.0 0.1420
O -2.156211 -0.818018 1.915437 0.1 0.0 -0.1 -0.0832
C -1.123245 -1.238227 2.492751 0.0 0.0 -0.2 -0.6500
O -0.099784 -1.617733 1.844876 0.0 0.1 0.1 -0.1297
C -1.048666 -1.239678 3.980542 0.0 0.0 0.0 -0.1011
C -2.208609 -1.243015 4.743929 0.1 0.1 0.0 0.0882
C -2.082925 -1.218177 6.118972 -0.2 0.0 0.1 -0.0979
C -0.866202 -1.165731 6.769400 0.0 0.0 -0.1 0.0980
C 0.255522 -1.145218 5.965234 0.3 0.0 0.2 -0.0988
C 0.198281 -1.193713 4.588987 -0.1 0.0 0.0 0.0807
N 1.590364 -1.067842 6.610649 -0.1 0.0 0.0 -0.3442
O 2.550061 -0.913688 5.880092 -0.1 0.0 0.1 0.0767
O 1.631879 -1.161852 7.815931 0.0 0.0 -0.1 0.1082
N -3.318816 -1.235262 6.941623 0.0 0.0 0.0 -0.3470
O -4.374135 -1.317559 6.350172 0.1 0.0 0.0 0.0955
O -3.183916 -1.164787 8.143269 0.0 0.0 -0.1 0.1014
H -3.183523 -1.259283 4.280339 0.0 0.0 0.0 0.1370
H -0.797827 -1.138384 7.846015 0.0 0.0 0.0 0.1384
H 1.100768 -1.184387 3.997993 0.0 0.0 0.0 0.1202
```
Positions in Å, forces in eV/Å.

Output
- E_HOMO: -11.3 eV
- Net charge: +1
- Relative energy (zero: lowest compared OMol25 entry of this formula, charge and spin): 0.0 kJ/mol

=====

DFT total energy, respectively: -3721.15109 -4730.41330 -2910.10951 Ha.
Gap between HOMO and LUMO, respectively: 2.142 6.802 8.674 eV.
Molecular weight, respectively: 564.331 796.065 782.003 g mol⁻¹.